Computed, not measured: a single C17H19N5O3 molecule at a distorted geometry, with wB97M-V/def2-TZVPD.

Summary:
* ΔE to the lowest compared entry with this formula, charge and spin: 4.715 eV
* HOMO level: -8.00 eV
* DFT total energy: -31527.5918 eV
* E_LUMO: 0.524 eV
* structure (SMILES): N[C@@H](Cc1c[nH]c2ccccc12)C(=O)N[C@@H](Cc1c[nH]cn1)C(=O)O
* orbital gap: 0.3133 Eh

Structure (ORCA input):
```
! wB97M-V def2-TZVPD RIJCOSX def2/J DEFGRID3
* xyz 0 1
C -1.75 -0.48 0.36
C -0.69 0.74 0.66
C -2.36 -0.56 -1.02
C -1.19 -0.77 -2.00
C -0.88 -1.99 -2.56
C -0.51 0.20 -2.66
C 0.14 -0.37 -3.78
C -0.37 1.63 -2.48
C 1.08 0.26 -4.57
C 0.53 2.32 -3.35
C 1.25 1.60 -4.37
C 1.14 -0.89 1.17
C 1.39 -2.26 0.42
C 0.66 -1.05 2.69
C 0.51 0.24 3.45
C 1.62 0.77 4.23
C -0.18 1.99 4.51
H -2.53 -0.41 2.24
H -3.21 0.61 1.24
H -1.31 -1.39 0.60
H -3.02 0.41 -1.26
H -2.94 -1.49 -1.03
H -1.05 -3.02 -2.38
H 0.72 -2.32 -3.80
H -0.93 2.09 -1.61
H 1.71 -0.07 -5.38
H 0.77 3.29 -3.23
H 2.13 2.16 -4.80
H 1.31 1.00 0.85
H 2.26 -0.69 1.16
H -0.32 -1.60 2.66
H 1.49 -1.54 3.06
H 2.43 0.22 4.42
H -0.73 2.76 4.88
H 1.53 2.49 5.51
H 1.24 -1.47 -1.48
N -2.85 -0.31 1.25
N -0.01 -1.72 -3.56
N 0.70 0.32 0.47
N -0.59 1.10 3.66
N 1.12 1.86 4.88
O -1.11 1.88 0.75
O 1.26 -3.37 1.09
O 1.56 -2.17 -0.86
*
```